(1)
# C19H34AlB2Cl2F5N5O18PSi

C19H34AlB2Cl2F5N5O18PSi as an isolated structure in a non-equilibrium geometry (ωB97M-V/def2-TZVPD, the Open Molecules 2025 dataset).

The geometry in XYZ format:
```
88
Properties=species:S:1:pos:R:3:forces:R:3:lowdin_charge:R:1
C 2.6510 -3.9046 1.5924 0.5573 -0.2271 0.2275 -0.2478
Si 3.7325 -2.8220 0.4685 0.3264 -2.4579 -0.6232 0.5553
C 5.5690 -2.9660 0.8880 -0.2726 1.0800 -0.2311 -0.1790
C 3.5696 -3.3583 -1.3369 -0.4808 1.2879 0.9119 -0.1669
N 3.2060 -1.0684 0.4596 0.9299 -2.3029 0.6576 -0.0568
N 4.1288 -0.1059 0.3120 -1.0207 1.6049 -0.0495 0.1618
C 3.4070 1.0538 0.3054 1.2601 -0.0250 -0.4450 -0.3954
N 3.9757 2.2845 0.1719 0.9625 0.4586 0.4921 0.1590
N 2.1576 0.8102 0.4374 -2.3417 0.4327 0.1911 0.2266
C 2.0007 -0.5111 0.5468 1.3528 0.1116 -0.0317 -0.2167
P 0.3630 -1.2727 0.7436 -3.8097 1.0196 -0.8517 0.4154
O -0.5496 -0.2718 0.2688 0.0709 0.8008 -1.0206 -0.2262
O 0.0835 -1.7121 2.2428 1.4930 -0.9123 -0.5568 -0.0824
O 0.2392 -2.5433 -0.2093 1.5736 -0.6535 1.0503 -0.1362
H 2.4286 -3.4349 2.5544 -0.2320 -0.0009 -0.0843 0.0416
H 3.1678 -4.8928 1.8789 -0.8167 2.0625 0.0250 -0.0664
H 1.7617 -4.2092 1.0344 -0.1807 0.2503 0.2326 0.0370
H 5.9187 -2.2640 1.6506 0.0899 -0.1624 0.0293 0.0301
H 6.1073 -2.7707 -0.0475 0.0819 0.0909 0.1430 0.0383
H 5.8402 -3.9783 1.1738 -0.2301 -0.0476 0.1604 0.0148
H 3.9766 -2.5256 -1.9235 0.0862 -0.2841 -0.2088 0.0369
H 4.0874 -4.2851 -1.5434 -0.0101 -0.0780 -0.1237 0.0129
H 2.4978 -3.4035 -1.5524 0.1056 -0.2892 -0.2278 0.0398
H 5.1257 -0.2112 0.2075 -0.0190 -0.4522 0.0134 0.1724
H 3.8958 2.8708 -0.6358 -0.4222 -0.1797 -0.1069 0.1061
H 4.5387 2.6016 0.9412 0.2912 -0.0603 -0.1126 0.0511
H 0.2983 -2.6587 2.2907 -0.2759 -0.0268 0.4757 0.0666
H -0.6272 -2.5099 -0.6674 0.1153 -0.1769 -0.3149 0.0883
C 7.3286 4.3731 0.9283 -0.4344 -0.0827 0.1845 0.0084
C 7.9571 5.5654 0.9135 -0.1428 -0.3084 -0.4249 -0.2700
C 8.5126 6.1780 2.1696 0.1659 -0.1155 0.7008 -0.3290
O 9.0807 7.2463 2.0831 -0.0765 0.1106 -0.3878 0.1343
C 8.3326 5.4588 3.4184 -0.1610 0.1594 -0.2056 0.0851
C 7.7048 4.2658 3.4410 0.2728 0.2616 0.3124 -0.2562
C 7.1690 3.6367 2.1773 0.3625 0.0267 -0.4786 -0.3819
O 6.6214 2.5511 2.2307 -0.0639 0.0006 0.2560 0.0925
O 7.5338 3.6018 4.5653 -0.0155 -0.2997 -0.4820 0.1389
O 8.1221 6.2591 -0.1927 0.1217 0.2311 0.2918 0.1417
H 6.9294 3.9218 0.0289 0.1114 -0.0097 -0.0418 0.1361
H 8.7223 5.9182 4.3161 0.0082 -0.0562 0.0270 0.1456
H 7.0545 2.7769 4.3520 -0.1421 0.0067 0.3010 0.1163
H 8.6046 7.0721 0.0647 0.0460 0.0288 -0.0899 0.1379
B 4.1422 3.2523 4.7676 -0.2445 -1.1579 0.8738 -1.2276
F 3.6364 4.0788 5.7819 -0.2662 0.0415 -0.6325 0.1306
F 4.6498 4.0755 3.6682 0.0076 0.9698 -0.7047 -0.0778
F 5.1507 2.4593 5.2400 0.2578 0.1650 -0.1811 0.1878
F 3.1179 2.4427 4.2508 -0.1723 0.6132 -0.0230 0.1294
Al 4.6520 5.6683 2.2088 -0.0765 -0.4935 0.5694 1.0635
B -4.8289 -4.2505 -1.8289 -0.3809 -0.0207 0.0763 -0.8570
O -4.4422 -5.6688 -2.0080 0.3494 0.5484 0.0242 0.2380
C -3.1257 -5.7313 -2.1157 -0.3459 -0.9510 -0.1291 -0.4005
O -2.4835 -6.7312 -2.2688 0.1857 0.1092 0.0242 0.1442
C -2.5651 -4.3175 -2.0112 0.1749 0.7563 -0.0122 -0.3878
O -1.3979 -4.0191 -2.0700 0.1710 0.1005 0.2470 0.1144
O -3.5592 -3.4749 -1.8460 0.0119 -0.4894 -0.0230 0.2456
O -5.7361 -3.8059 -2.9055 0.0986 -0.0372 0.4963 0.2343
C -6.8702 -3.3948 -2.3522 -0.0531 0.1020 -0.8614 -0.3843
O -7.8173 -2.9729 -2.9512 -0.0985 0.0723 0.0525 0.1423
C -6.7569 -3.5542 -0.8411 0.0489 -0.0754 0.9000 -0.3904
O -7.5979 -3.2812 -0.0380 -0.0993 0.0229 -0.0865 0.1583
O -5.5554 -4.0546 -0.5621 0.0165 0.0691 -0.5616 0.2312
C -9.8472 1.7600 -5.0530 0.1283 0.1772 -0.0909 -0.0790
C -9.2713 0.3509 -4.9377 -0.4312 0.1049 0.0681 -0.4318
C -9.6720 -0.5707 -6.1012 0.3432 -0.1656 0.0326 -0.2055
O -10.9968 -1.0694 -6.0326 0.0169 0.1366 -0.2176 -0.1869
C -11.9909 -0.1904 -6.5149 -0.1120 -0.1787 0.1870 -0.1172
N -9.6475 -0.2105 -3.6404 0.1140 -0.2206 -0.1954 0.0529
H -10.9071 1.7963 -4.8005 -0.0038 -0.0793 -0.0045 0.0602
H -9.3323 2.4333 -4.3673 -0.0114 -0.0526 0.0494 0.0722
H -9.7227 2.1560 -6.0645 -0.0282 -0.0071 0.0016 0.0729
H -8.1816 0.4435 -4.9615 0.0123 -0.1113 -0.0484 0.1360
H -9.0278 -1.4521 -6.0656 -0.0712 -0.0473 0.0606 0.1236
H -9.4942 -0.0887 -7.0731 -0.0898 0.0946 0.0221 0.1155
H -11.6334 0.4046 -7.3612 0.0319 0.0501 0.0375 0.0873
H -12.3478 0.4691 -5.7194 -0.0016 0.1460 -0.1142 0.0734
H -12.8363 -0.7943 -6.8473 0.0427 -0.0428 -0.0134 0.0839
H -9.1793 -1.1075 -3.5264 0.1164 0.0591 0.2178 0.0491
H -10.6330 -0.4550 -3.6899 -0.0245 0.0820 0.0626 0.0692
F -1.1113 1.0519 2.1946 0.7150 0.8299 1.5707 -0.7474
O 2.6953 2.8892 8.3552 -0.3760 -0.0401 -0.1991 -0.0439
H 2.3226 3.7669 8.4880 0.1162 0.0211 0.1252 0.0380
H 2.9749 2.8867 7.4339 0.3214 0.0674 0.1266 -0.0047
Cl 4.0239 -6.0422 0.6402 1.3543 -2.3311 -0.5367 0.2176
O 0.6138 3.1409 5.0193 0.3092 0.1619 0.2250 0.3022
H 0.5863 2.4276 4.3322 -0.4333 -0.3120 -0.5517 0.1672
H 1.5476 3.3173 5.3020 -0.1793 -0.2861 -0.2440 0.1390
H 0.0407 2.9232 5.7796 -0.0610 -0.1280 -0.1526 0.1917
Cl 5.1896 -7.7222 0.3445 -0.6207 0.9107 -0.0510 0.0902
```
Positions in Å, forces in eV/Å.

Summary:
Lowest unoccupied orbital energy in eV: -3.862
E_HOMO in eV: -6.69


(2)
# C2H5FO

One molecule with the formula C2H5FO in a non-equilibrium geometry (ωB97M-V/def2-TZVPD, the Open Molecules 2025 dataset).

The geometry in XYZ format:
```
9
Properties=species:S:1:pos:R:3:forces:R:3:nbo_charge:R:1
C -0.1072 0.1725 -0.4782 1.5209 1.9574 -2.6573 -0.1125
C -0.1580 -0.8585 0.5119 -1.0949 -0.5737 0.5264 0.0078
H 0.5053 2.0265 -0.2549 -0.8355 -0.7649 0.8905 0.4738
H -0.7816 0.1868 -1.2728 -2.5358 0.1753 -0.6748 0.1710
H 0.7715 0.0139 -1.1758 0.0974 0.1815 1.3621 0.1637
H -0.2619 -1.9182 0.0311 0.6540 1.6710 1.4801 0.1822
H -0.9569 -0.5533 1.2446 0.4651 -1.0819 -0.6025 0.1868
O -0.0347 1.3904 0.2800 0.3162 1.1138 -2.0909 -0.7118
F 1.0236 -0.4602 1.1142 1.4125 -2.6784 1.7664 -0.3610
```
Positions in Å, forces in eV/Å.

Summary:
Lowest unoccupied orbital energy in eV: 0.910
SMILES: OCCF
E_HOMO in eV: -10.39


(3)
# C4H7N3

One molecule with the formula C4H7N3 in a non-equilibrium geometry (ωB97M-V/def2-TZVPD, the Open Molecules 2025 dataset).

The geometry in XYZ format:
```
14
Properties=species:S:1:pos:R:3:forces:R:3:nbo_charge:R:1
C -1.6727 -1.1248 0.0123 -3.4212 2.2260 -0.9155 -0.4153
C 1.7598 -0.6741 -0.1524 -0.7841 3.0529 -0.0913 0.0378
C 1.4489 0.8084 0.1253 -0.0990 2.2651 2.4694 -0.5454
C -0.1618 0.8047 0.1608 -0.1851 -1.1938 -2.0018 0.4337
H -1.8370 -1.1440 -1.0580 -0.3587 -0.5135 -0.4038 0.1917
H -2.5678 -0.5085 0.4075 1.8754 -0.2389 -0.4915 0.2322
H -1.8766 -2.0216 0.4824 0.4072 -2.2279 0.6962 0.2137
H 2.6779 -1.1443 -0.3574 1.1167 -0.1997 -0.1883 0.2112
H 1.8441 1.0494 1.2702 -1.0318 -0.5404 -2.7675 0.2490
H 1.8213 1.7192 -0.4915 -0.3323 -2.0538 0.7158 0.2544
H -0.5935 2.5498 -0.3630 -1.6751 -1.6839 0.5366 0.3340
N -0.4293 -0.5625 0.2472 3.3482 0.3727 0.9774 -0.3075
N 0.7270 -1.3705 -0.1072 -2.9965 -0.5860 0.8560 -0.1989
N -1.1403 1.6188 -0.1764 4.1361 1.3214 0.6084 -0.6906
```
Positions in Å, forces in eV/Å.

Summary:
Lowest unoccupied orbital energy in eV: 0.916
SMILES: [H]/N=C1\CC=NN1C
E_HOMO in eV: -8.63


> What is the formula in the second record?

C2H5FO


> The highest E_HOMO belongs to which entry?

C19H34AlB2Cl2F5N5O18PSi


> Number 1 is which compound?

C19H34AlB2Cl2F5N5O18PSi


> Look up the E_HOMO of the first one.

-6.69 eV